This record from OMol25 describes C44H35AsAuBO5S as an isolated structure. The level of theory is the ωB97M-V functional and the def2-TZVPD basis.

Calculated values
* DFT total energy: -4868.5206 Ha
* HOMO-LUMO gap: 8.0587 eV
* strongest force on any atom: 0.0037 Eh/bohr

Cartesian coordinates (Å):
Au (-1.296, 1.111, 1.336)
O (-0.460, -0.357, 2.890)
C (0.951, -0.112, 3.196)
C (1.469, 1.097, 2.364)
O (2.620, 1.436, 2.545)
O (0.662, 1.701, 1.548)
C (1.037, 0.298, 4.664)
C (1.864, -0.344, 5.576)
C (1.893, 0.069, 6.901)
C (1.098, 1.122, 7.326)
C (0.279, 1.776, 6.417)
C (0.255, 1.371, 5.093)
C (1.694, -1.405, 2.893)
C (2.951, -1.437, 2.303)
C (3.612, -2.648, 2.138)
C (3.031, -3.832, 2.559)
C (1.766, -3.807, 3.131)
C (1.103, -2.602, 3.292)
H (-0.958, -0.308, 3.715)
H (2.494, -1.161, 5.252)
H (2.545, -0.436, 7.603)
H (1.124, 1.439, 8.360)
H (-0.332, 2.610, 6.735)
H (-0.364, 1.910, 4.381)
H (3.426, -0.516, 1.995)
H (4.588, -2.658, 1.671)
H (3.554, -4.772, 2.435)
H (1.295, -4.726, 3.457)
H (0.116, -2.595, 3.736)
S (-3.500, 0.522, 1.129)
C (-3.194, -1.134, 0.539)
C (-3.305, -1.420, -0.817)
C (-3.082, -2.708, -1.282)
C (-2.757, -3.722, -0.391)
C (-2.650, -3.442, 0.966)
C (-2.867, -2.154, 1.431)
H (-3.554, -0.627, -1.509)
H (-3.154, -2.911, -2.343)
H (-2.580, -4.727, -0.754)
H (-2.394, -4.229, 1.665)
H (-2.788, -1.932, 2.489)
O (-1.710, 2.635, -1.245)
B (-1.975, 2.558, 0.106)
O (-2.624, 3.682, 0.577)
C (-2.766, 4.494, -0.532)
C (-3.344, 5.737, -0.621)
C (-3.335, 6.333, -1.881)
C (-2.768, 5.701, -2.983)
C (-2.185, 4.439, -2.878)
C (-2.208, 3.863, -1.631)
H (-3.777, 6.222, 0.243)
H (-3.778, 7.312, -2.004)
H (-2.776, 6.200, -3.943)
H (-1.729, 3.938, -3.721)
C (-2.276, -1.430, -5.495)
C (-2.649, -0.278, -4.818)
C (-1.962, 0.108, -3.675)
C (-0.889, -0.646, -3.202)
C (-0.522, -1.800, -3.887)
C (-1.215, -2.191, -5.026)
As (-0.006, -0.049, -1.561)
C (1.203, 1.286, -2.315)
C (1.208, 1.640, -3.661)
C (2.057, 2.640, -4.120)
C (2.907, 3.293, -3.240)
C (2.906, 2.944, -1.896)
C (2.055, 1.952, -1.435)
C (1.226, -1.539, -1.347)
C (0.769, -2.617, -0.594)
C (1.527, -3.775, -0.495)
C (2.760, -3.851, -1.127)
C (3.237, -2.766, -1.849)
C (2.469, -1.615, -1.966)
H (-2.811, -1.735, -6.385)
H (-3.479, 0.319, -5.175)
H (-2.265, 1.000, -3.139)
H (0.302, -2.404, -3.527)
H (-0.921, -3.093, -5.549)
H (0.557, 1.131, -4.361)
H (2.055, 2.905, -5.170)
H (3.566, 4.073, -3.599)
H (3.561, 3.452, -1.199)
H (2.048, 1.709, -0.378)
H (-0.189, -2.555, -0.088)
H (1.158, -4.612, 0.085)
H (3.355, -4.752, -1.046)
H (4.205, -2.819, -2.333)
H (2.834, -0.779, -2.551)

Forces on the atoms, in the same order (eV/Å):
Au 0.043 -0.001 0.048
O 0.090 0.083 -0.145
C -0.126 0.077 0.020
C 0.114 0.037 0.049
O -0.039 0.018 -0.039
O -0.040 -0.067 0.075
C -0.022 -0.017 -0.020
C -0.008 0.007 -0.033
C 0.002 -0.002 -0.006
C 0.006 0.005 -0.002
C 0.001 0.001 0.004
C -0.013 -0.003 0.017
C 0.032 0.009 -0.054
C 0.063 0.004 0.000
C -0.045 -0.027 -0.009
C 0.000 0.021 0.001
C 0.030 -0.012 0.011
C -0.020 -0.026 -0.032
H -0.062 0.031 0.078
H 0.001 -0.010 -0.010
H -0.003 0.000 -0.002
H -0.001 -0.001 -0.001
H 0.000 0.001 0.000
H 0.002 0.002 -0.007
H -0.025 -0.066 0.019
H 0.016 0.000 0.001
H -0.002 -0.003 -0.006
H 0.000 -0.004 -0.006
H 0.020 0.001 0.012
S 0.070 0.064 -0.005
C 0.006 -0.013 -0.007
C 0.006 -0.010 -0.019
C -0.013 -0.004 0.003
C -0.002 0.030 0.025
C -0.002 -0.005 -0.049
C -0.008 0.018 0.039
H -0.006 0.011 -0.004
H 0.005 0.000 0.003
H 0.001 0.000 0.002
H -0.004 -0.004 0.004
H -0.007 -0.014 -0.043
O 0.031 -0.091 0.019
B -0.154 -0.032 0.049
O 0.010 -0.007 0.004
C -0.001 0.002 -0.028
C 0.005 0.000 0.005
C 0.001 -0.001 -0.001
C -0.003 0.000 0.000
C -0.001 -0.006 0.002
C -0.006 0.021 -0.001
H 0.001 0.000 -0.003
H 0.000 -0.001 0.002
H 0.000 0.000 0.000
H 0.001 0.001 0.002
C 0.007 -0.022 -0.012
C -0.004 0.021 0.034
C 0.003 -0.033 -0.008
C -0.003 -0.008 -0.017
C 0.005 0.002 0.039
C -0.020 0.011 -0.016
As 0.081 0.002 0.026
C -0.033 0.063 -0.036
C 0.037 -0.034 0.024
C -0.001 -0.002 -0.008
C -0.001 0.005 0.004
C 0.006 0.007 -0.014
C -0.024 -0.036 0.052
C 0.037 -0.036 -0.047
C 0.021 0.007 0.037
C -0.009 -0.010 0.001
C 0.011 -0.004 0.013
C -0.017 -0.005 0.002
C -0.008 0.010 0.009
H -0.005 0.000 0.004
H 0.003 0.001 -0.001
H -0.002 0.038 0.006
H -0.008 0.007 -0.028
H 0.005 -0.001 0.001
H -0.017 -0.005 -0.010
H -0.002 -0.002 -0.001
H -0.001 -0.002 -0.003
H 0.001 -0.006 0.001
H -0.008 0.017 -0.017
H -0.012 -0.007 -0.004
H 0.008 0.007 0.000
H 0.002 0.003 0.003
H 0.000 -0.002 -0.002
H 0.006 0.002 0.005

---

This record from OMol25 describes the molecule BH4N in a non-equilibrium geometry. The level of theory is the ωB97M-V functional and the def2-TZVPD basis.

Calculated values
* DFT total energy: -82.0182 Ha
* HOMO-LUMO gap: 11.8135 eV
* strongest force on any atom: 0.0248 Eh/bohr
* SMILES: BN

Cartesian coordinates (Å):
B (0.705, 0.061, -0.032)
N (-0.707, 0.005, 0.003)
H (1.276, 1.167, -0.114)
H (1.201, -1.053, -0.048)
H (-1.310, 0.788, 0.098)
H (-1.270, -0.858, 0.017)

Forces on the atoms, in the same order (eV/Å):
B -0.710 -0.090 -0.287
N 0.238 -0.923 0.129
H -0.487 -1.156 0.233
H 0.230 0.761 -0.015
H -0.189 0.754 -0.086
H 0.917 0.654 0.026

---

This record from OMol25 describes a 2-piece molecular cluster, C5H12N2O overall in a non-equilibrium geometry. The level of theory is the ωB97M-V functional and the def2-TZVPD basis.

Calculated values
* DFT total energy: -382.4035 Ha
* HOMO-LUMO gap: 8.9559 eV
* strongest force on any atom: 0.0475 Eh/bohr
* SMILES: [H]/N=C(/C)OC.C=CN

Cartesian coordinates (Å):
H (2.269, 1.578, 1.016)
N (1.658, 1.867, 0.257)
C (1.093, 0.911, -0.342)
C (0.324, 1.164, -1.601)
O (1.395, -0.434, 0.004)
C (1.258, -1.472, -0.944)
H (0.076, 2.221, -1.641)
H (0.930, 0.914, -2.471)
H (-0.587, 0.569, -1.609)
H (1.758, -1.243, -1.889)
H (1.758, -2.342, -0.518)
H (0.193, -1.657, -1.113)
C (-2.297, -0.963, 0.815)
C (-1.589, 0.145, 1.096)
N (-0.495, 0.119, 1.959)
H (-2.222, -1.855, 1.417)
H (-3.214, -0.907, 0.257)
H (-1.876, 1.110, 0.701)
H (-0.357, -0.742, 2.470)
H (-0.073, 1.018, 2.138)

Forces on the atoms, in the same order (eV/Å):
H -0.029 -0.321 -0.046
N -0.574 0.176 0.339
C 1.827 -1.536 -0.526
C -0.442 -0.186 0.385
O 0.132 1.923 -0.056
C -0.347 0.211 -0.221
H 0.015 -0.014 -0.002
H 0.009 -0.086 0.005
H -0.064 -0.040 -0.185
H -0.054 0.072 -0.014
H -0.235 0.019 0.052
H 0.144 -0.296 -0.113
C -0.634 0.659 0.297
C 0.382 -1.223 0.907
N -1.558 0.770 -0.762
H 0.522 -0.281 -0.077
H -0.030 0.172 -0.360
H 0.278 0.044 -0.186
H 0.404 0.641 0.086
H 0.256 -0.704 0.477